Formula: C25H64F17N2O30P
Source: the Open Molecules 2025 dataset
Level of theory: ωB97M-V/def2-TZVPD

Summary:
net charge: 0
maximum force: 6.2 eV/A
E: -146853.80211 eV

Each line ends with the Löwdin charge.
Atoms and positions in Å:
H: 0.05170 -0.09884 -0.91434  0.014
H: -0.37388 -6.84348 -4.56308  0.050
N: 1.92989 -3.28914 -2.38535  0.060
F: -7.61953 1.20863 0.62821  0.188
F: -7.35313 0.69081 -2.79074  0.191
F: -3.45052 -2.67872 0.92644  0.175
H: 4.57419 -1.73103 3.60958  0.050
H: 4.68876 -3.50854 3.87339  0.111
C: -7.04046 0.39642 -1.53160  -0.360
H: 2.51558 1.78367 -1.99003  0.068
C: 5.43975 -2.71077 -1.77058  -0.119
H: -1.58134 -6.49031 -3.71023  0.045
F: -2.55967 -3.36588 -2.37099  0.164
O: 0.69645 0.03549 5.33664  -0.060
H: 5.23008 1.57963 -6.98722  0.034
H: 0.19977 2.55833 6.82768  0.046
O: -11.04579 1.61982 0.70303  -0.041
C: -4.83288 -2.39813 -0.94959  -0.343
C: -3.39120 -2.34194 -0.37230  -0.331
C: -2.39291 -3.32810 -1.03717  -0.364
C: 0.70167 -4.06393 -2.44590  -0.100
C: -5.52263 0.10542 -1.39784  -0.311
O: -11.84655 2.36854 -2.31580  -0.047
P: 7.74403 -1.37407 -1.06292  0.784
O: -0.13437 4.33599 -1.87723  -0.041
H: 9.11497 -3.00748 -0.92198  -0.041
H: 8.18667 -0.05787 -1.22743  0.002
O: 3.38843 -5.08966 -2.40218  0.157
H: 3.90383 0.15217 5.80687  0.036
H: -3.26817 2.23454 1.06196  0.001
O: 5.31819 0.31414 2.49469  -0.044
H: 6.05509 -2.56259 3.24389  0.093
F: -2.92732 -1.07854 -0.40628  0.144
H: 2.91778 0.91046 -0.31848  0.028
H: 3.53855 0.43172 -3.13028  0.126
H: 6.47241 3.52356 0.93794  0.062
H: 5.67842 1.52285 -1.39022  0.089
H: 0.03148 -3.71177 -3.21238  0.122
H: -11.43629 2.11005 -0.03112  0.025
C: -7.45234 1.59960 -0.63101  -0.558
C: -0.93432 -2.93906 -0.79668  -0.426
F: -4.84943 1.07378 -2.06659  0.138
H: 4.77018 5.87717 -3.93782  -0.013
C: 4.47548 -2.97480 1.90550  -0.452
O: 0.76798 0.52813 -1.00888  -0.071
C: -5.06597 -1.26557 -1.99269  -0.337
O: 3.85480 1.06601 -0.10425  -0.060
H: -2.34593 2.39872 -2.38449  0.029
H: 7.08279 -4.05544 -1.35114  0.106
H: -11.71779 1.46644 -2.62594  0.045
O: 3.75334 -0.69306 5.37532  -0.062
O: -2.48071 1.73623 9.58171  -0.063
H: 7.59933 3.69957 -2.90219  0.107
C: 2.10010 -2.09606 -3.11474  -0.343
H: 7.55714 -1.54259 0.31764  0.021
O: -12.54320 -0.88646 1.37334  -0.071
H: -12.17590 -0.01016 1.55117  -0.002
C: 5.65166 -4.12183 0.24707  -0.445
O: -2.50229 1.68413 1.26834  -0.058
C: 3.48597 -1.66433 -2.75102  -0.040
H: -0.34912 -5.03708 -0.80637  0.132
O: 6.14760 2.68707 0.58758  -0.044
O: 5.57602 -5.15605 0.83067  0.170
N: 8.78482 -2.40149 -1.66314  -0.304
H: 5.46666 1.13430 2.97484  0.040
H: -5.90301 3.95013 7.78515  0.037
H: 0.35140 -0.75325 4.89782  0.029
H: -2.07427 0.07500 1.80881  -0.011
F: -5.72887 -2.31808 0.04178  0.176
O: -6.64360 3.87426 7.17602  -0.051
H: 4.49347 0.46506 2.01257  0.031
C: 6.07448 -1.44355 -1.78435  -0.195
H: -5.01190 2.22876 1.30813  0.018
H: -5.01642 3.01922 2.60456  0.048
C: 0.05524 -4.06485 -1.04845  -0.001
O: -4.62162 3.00304 1.72361  -0.030
H: -2.05772 1.48370 8.75290  0.004
H: 1.50478 2.81170 -1.48078  0.060
H: -12.11772 2.85844 -3.09756  0.043
H: 5.53208 -4.80469 -1.69650  0.123
H: 0.57990 -1.22391 2.25486  -0.004
C: 5.98659 1.03450 -2.30274  -0.143
H: 6.63700 3.30938 -1.50200  0.051
H: -10.10822 1.81328 0.64377  0.009
H: 0.85356 -3.88484 -0.33813  0.134
H: -0.95486 3.87827 -2.13514  0.012
H: 4.06046 7.02093 -4.64792  0.031
C: 5.39146 -0.32879 -2.29396  -0.147
H: -2.90842 2.57261 9.37886  0.026
H: -6.32804 4.30806 6.37570  0.030
H: 0.34293 2.30276 8.32157  0.054
H: 3.89531 1.98519 0.18301  0.042
O: 3.34500 -3.22251 1.64054  0.145
H: 0.94353 -5.09349 -2.63807  0.099
F: -2.64763 -4.54113 -0.52183  0.165
C: 3.18780 -3.91504 -2.33759  -0.326
H: -2.52172 0.95746 0.63828  0.018
H: 6.23853 2.05355 1.31026  0.023
O: -0.27973 2.22018 7.59158  -0.049
O: 5.49790 1.80100 -3.42829  0.024
O: 5.48403 2.49658 -6.85091  -0.053
C: 4.07855 -0.42943 -2.78254  0.071
F: -3.92995 -1.08495 -2.67298  0.176
H: -11.82623 -1.49291 1.57572  0.025
F: -0.77908 -2.45689 0.45564  0.136
H: 2.91452 -0.56504 4.90840  0.012
H: 1.74762 -2.22276 2.23418  -0.001
O: -2.84306 3.01893 -2.92964  -0.036
O: 4.71071 3.80263 -3.83486  0.100
H: 6.34176 4.82699 -2.32996  0.092
O: -6.88155 2.84087 4.08177  -0.047
O: 1.26123 -1.61811 2.81400  -0.055
O: 1.97011 2.00408 -1.22550  -0.120
H: -7.26947 2.85827 4.96524  0.028
F: -7.74371 -0.66939 -1.12770  0.181
H: 5.23920 2.68399 -5.93844  -0.005
O: 1.32881 -1.61344 -3.88323  0.159
O: 5.38538 -2.91945 0.84441  0.063
H: 0.15183 0.14070 6.12506  0.022
F: -8.59473 2.10996 -1.06327  0.198
F: -5.99853 -1.66576 -2.86974  0.177
H: 7.06452 1.03168 -2.31566  0.096
F: -6.51344 2.53222 -0.67582  0.199
F: -0.70397 -1.91493 -1.66132  0.111
H: -1.12400 0.81954 2.73912  0.051
C: 6.60954 3.79427 -2.47187  0.041
H: -0.27192 5.24020 -2.17250  0.050
H: -7.27454 2.06596 3.66866  0.038
C: 5.55582 3.13041 -3.29422  -0.513
F: -5.02650 -3.57368 -1.56243  0.179
C: 4.98023 -2.66998 3.25484  0.035
C: 6.01445 -3.97963 -1.19463  -0.027
O: -0.63676 -6.32456 -3.79584  -0.039
C: 4.15128 -2.76916 -2.26975  -0.020
H: 0.35106 1.34596 -1.34359  0.060
O: 4.55936 6.81657 -3.85263  -0.070
F: -5.17267 0.22834 -0.10510  0.156
O: -1.26212 -0.03253 2.31181  -0.066
H: -3.74034 2.67472 -2.89314  0.021

Cartesian forces (eV/Å) of the 6 atoms listed first:
H -0.524 -0.680 0.114
H 0.072 0.013 0.021
N -0.644 -0.291 -1.188
F 0.028 -0.061 0.304
F 0.109 0.024 -0.267
F -0.192 -0.083 0.057